{"formula": "C25H34BCl2HgN3P2S", "method": "ωB97M-V/def2-TZVPD", "elements": ["Hg", "C", "P", "C", "N", "C", "C", "C", "C", "C", "C", "N", "C", "P", "C", "C", "C", "C", "C", "C", "C", "C", "C", "H", "H", "H", "H", "H", "H", "H", "H", "H", "H", "H", "H", "H", "H", "H", "H", "H", "H", "H", "H", "H", "H", "H", "H", "H", "H", "H", "H", "Cl", "C", "C", "C", "C", "C", "Cl", "C", "S", "H", "H", "H", "B", "C", "N", "H", "H", "H"], "coordinates": [[1.94681, 0.15141, 0.02812], [0.76897, -2.59389, -1.98558], [0.13823, -1.72455, -0.51194], [-1.15269, -0.65632, -1.24078], [-2.02925, -1.30325, -2.01425], [-3.01093, -0.52921, -2.58322], [-3.97537, -1.12660, -3.40111], [-4.97899, -0.37910, -3.98842], [-5.04050, 0.99821, -3.76932], [-4.09608, 1.61001, -2.96722], [-3.07100, 0.87032, -2.36216], [-2.15178, 1.51101, -1.57287], [-1.21694, 0.72120, -1.01792], [-0.00551, 1.65461, -0.03563], [0.36332, 3.06626, -1.11337], [-0.84142, 2.35326, 1.46346], [-2.18628, 3.00035, 1.13260], [-1.06345, 1.22661, 2.46618], [0.10190, 3.39732, 2.07075], [-0.76462, -3.05808, 0.42926], [-1.42522, -4.06876, -0.51193], [0.26257, -3.79023, 1.29759], [-1.82014, -2.41964, 1.32563], [-0.05593, -2.88183, -2.63839], [1.33604, -3.47596, -1.68257], [1.43469, -1.92206, -2.52824], [-3.90245, -2.19485, -3.56464], [-5.71240, -0.86005, -4.62274], [-5.82119, 1.58814, -4.23276], [-4.11411, 2.67795, -2.78663], [-0.56209, 3.53758, -1.44527], [0.88822, 2.67444, -1.98554], [1.00894, 3.77952, -0.60406], [-2.88574, 2.29027, 0.69887], [-2.08469, 3.82417, 0.42650], [-2.60796, 3.39471, 2.06218], [-1.71377, 0.45849, 2.04588], [-1.55563, 1.63040, 3.35461], [-0.12673, 0.76330, 2.77168], [0.15113, 4.29913, 1.46224], [1.11645, 3.01037, 2.19640], [-0.26992, 3.68101, 3.05808], [-0.68512, -4.66599, -1.04312], [-2.06640, -3.57710, -1.24129], [-2.03089, -4.75264, 0.09055], [1.08609, -4.19340, 0.70359], [-0.22290, -4.63190, 1.80031], [0.69400, -3.14244, 2.05713], [-2.56051, -1.86416, 0.74926], [-1.36592, -1.74802, 2.05607], [-2.33508, -3.20896, 1.88069], [1.98091, -1.04640, 3.17913], [3.47426, -0.24413, 3.57874], [3.69159, 0.00148, 4.92463], [4.88244, 0.57220, 5.33543], [5.83969, 0.87969, 4.38168], [5.58663, 0.63293, 3.04483], [6.85320, 1.06490, 1.92877], [4.38929, 0.07019, 2.57281], [4.21768, -0.21454, 0.85317], [2.92449, -0.27291, 5.63427], [5.06606, 0.76392, 6.38303], [6.78730, 1.31705, 4.65769], [2.41021, 0.52306, -4.98694], [2.42844, 0.49063, -3.39388], [2.45890, 0.47913, -2.23597], [3.46116, 1.01504, -5.34081], [2.30261, -0.62487, -5.36777], [1.45742, 1.19151, -5.32546]], "forces_ev_per_a": [[0.022, -0.066, 0.619], [0.019, -0.068, -0.099], [0.140, 0.262, -0.467], [0.181, -0.071, 0.272], [-0.128, -0.062, -0.100], [-0.066, 0.019, -0.028], [-0.002, -0.077, -0.014], [-0.039, 0.121, -0.006], [0.004, -0.099, -0.026], [0.019, 0.041, 0.025], [-0.059, 0.056, -0.011], [-0.153, 0.055, -0.089], [0.210, 0.037, 0.247], [-0.202, -0.050, -0.482], [-0.053, 0.075, -0.060], [0.067, 0.111, 0.043], [0.013, 0.075, 0.019], [-0.086, -0.071, -0.049], [0.015, -0.040, 0.056], [0.085, -0.116, 0.048], [-0.115, 0.002, 0.029], [0.030, -0.072, -0.038], [-0.008, 0.002, 0.074], [0.012, 0.002, 0.067], [0.015, 0.016, -0.006], [-0.038, -0.015, 0.033], [-0.001, -0.016, 0.001], [-0.017, -0.017, -0.014], [-0.016, 0.005, -0.007], [-0.010, 0.010, -0.005], [0.015, -0.021, 0.055], [0.004, -0.005, 0.021], [0.028, 0.006, -0.007], [0.001, -0.046, 0.013], [0.027, 0.007, -0.022], [-0.026, 0.038, 0.011], [-0.003, -0.031, -0.014], [0.008, 0.002, 0.035], [0.075, -0.044, 0.015], [0.006, 0.026, -0.036], [0.008, -0.035, 0.007], [-0.015, 0.024, 0.022], [0.041, -0.005, -0.023], [0.000, 0.020, 0.015], [-0.003, -0.038, 0.008], [-0.012, 0.002, -0.032], [-0.012, -0.003, 0.009], [0.012, 0.063, 0.041], [-0.006, -0.001, -0.032], [0.026, 0.050, -0.001], [-0.027, 0.007, 0.012], [-0.007, 0.024, -0.002], [-0.271, -0.201, 0.091], [0.046, 0.037, 0.009], [-0.008, -0.021, -0.092], [-0.079, -0.033, 0.051], [0.259, 0.158, -0.010], [-0.073, -0.032, 0.040], [0.029, 0.186, -0.212], [0.054, -0.181, -0.075], [-0.007, 0.001, 0.024], [0.011, 0.013, 0.024], [0.036, 0.021, 0.032], [0.003, -0.033, 0.188], [0.064, 0.075, -0.030], [-0.052, -0.098, -0.202], [0.007, 0.006, -0.007], [0.005, -0.018, 0.022], [-0.009, 0.026, 0.018]], "orbital_gap_ev": [5.25, 7.90], "charge": -1, "multiplicity": 2, "s_squared": 0.77}

---

{"formula": "C25H34Cl2N7O4SSn", "method": "ωB97M-V/def2-TZVPD", "elements": ["Sn", "C", "C", "C", "C", "C", "C", "C", "C", "C", "C", "H", "H", "H", "H", "H", "H", "H", "H", "H", "H", "H", "H", "H", "H", "H", "N", "C", "N", "N", "C", "N", "H", "H", "H", "H", "O", "N", "Cl", "C", "Cl", "C", "O", "O", "H", "C", "C", "C", "N", "C", "S", "N", "C", "O", "C", "C", "C", "C", "C", "C", "H", "H", "H", "H", "H", "H", "H", "H", "H", "H", "H", "H", "H", "H"], "coordinates": [[0.99022, 0.19136, -1.22930], [3.11483, 1.76848, -0.23749], [2.27689, 1.82587, 0.98695], [1.26507, 2.74653, 0.78398], [1.43884, 3.28980, -0.51217], [2.59069, 2.65897, -1.14106], [3.11931, 3.00755, -2.49533], [0.57379, 4.29520, -1.17525], [0.18136, 3.10492, 1.75422], [2.52330, 1.02515, 2.21956], [4.34934, 0.93885, -0.38197], [3.81000, 3.85315, -2.44476], [2.31500, 3.28468, -3.17836], [3.65901, 2.17097, -2.93860], [-0.07411, 4.80867, -0.46816], [-0.06904, 3.80976, -1.91963], [1.16744, 5.03708, -1.71257], [-0.12745, 4.14413, 1.64465], [0.52145, 2.97489, 2.78242], [-0.71016, 2.48453, 1.62130], [2.49575, 1.66214, 3.10650], [3.49030, 0.52722, 2.19196], [1.76279, 0.24987, 2.35911], [5.21650, 1.46088, 0.03353], [4.56783, 0.73175, -1.42988], [4.26208, -0.01576, 0.13669], [3.50162, -3.37148, -6.16299], [2.84542, -2.76018, -5.17563], [2.03741, -3.48129, -4.38939], [3.04532, -1.45598, -5.04045], [2.43466, -0.79414, -4.12097], [1.94945, -0.15515, -3.27853], [3.40837, -4.35302, -6.34981], [4.08770, -2.81147, -6.75754], [1.95256, -4.47702, -4.49452], [1.58215, -3.05961, -3.59794], [-0.92208, -2.32489, -2.68810], [-0.77998, -1.17725, -2.68125], [3.21403, -4.31044, -0.44270], [2.44243, -3.27906, 0.76091], [3.62236, -2.61053, 1.90867], [1.71707, -2.10198, 0.11774], [2.31427, -1.47774, -0.83154], [0.60831, -1.77721, 0.54528], [1.73648, -3.87663, 1.32488], [-6.07626, 1.11020, -0.31426], [-5.43547, 1.68408, 0.94213], [-3.91728, 1.55442, 0.95917], [-3.48607, 0.15846, 0.98537], [-2.93114, -0.51077, -0.01481], [-2.70345, 0.14647, -1.56256], [-2.55248, -1.81053, 0.18925], [-2.53594, -2.64382, 1.33231], [-2.71505, -3.82343, 1.17378], [-2.20180, -2.04928, 2.65397], [-1.23262, -1.05604, 2.77987], [-0.90012, -0.57823, 4.03619], [-1.54005, -1.08132, 5.16283], [-2.49956, -2.07655, 5.03794], [-2.82229, -2.57214, 3.78426], [-7.15965, 1.21975, -0.27874], [-5.85485, 0.04738, -0.42642], [-5.71186, 1.61887, -1.20752], [-5.84583, 1.19885, 1.83292], [-5.67334, 2.74608, 1.03622], [-3.50394, 2.03710, 1.84733], [-3.47540, 2.01938, 0.08024], [-3.62134, -0.32967, 1.85879], [-2.42759, -2.34983, -0.65448], [-0.72701, -0.68445, 1.89586], [-0.13751, 0.18212, 4.14148], [-1.28192, -0.70144, 6.14261], [-2.98905, -2.47261, 5.91731], [-3.54973, -3.36463, 3.66651]], "forces_ev_per_a": [[-0.209, 0.420, 0.083], [-0.030, -0.243, -0.055], [0.158, -0.037, -0.003], [-0.076, 0.191, -0.142], [-0.147, 0.034, 0.244], [0.094, -0.158, -0.079], [-0.005, 0.002, -0.002], [0.021, -0.008, -0.025], [0.003, -0.042, 0.028], [0.022, 0.028, 0.007], [0.089, 0.087, 0.038], [-0.017, 0.013, 0.012], [0.002, -0.007, 0.001], [0.011, 0.015, 0.017], [0.002, -0.006, 0.002], [0.002, 0.008, 0.000], [0.000, -0.001, 0.003], [0.007, 0.001, 0.000], [-0.012, -0.012, -0.001], [0.011, -0.004, -0.003], [-0.024, 0.000, -0.002], [0.006, 0.005, -0.002], [-0.022, -0.016, -0.019], [-0.015, 0.004, 0.011], [-0.004, 0.004, 0.003], [-0.007, -0.002, -0.024], [-0.005, 0.010, -0.004], [0.029, 0.002, 0.028], [-0.024, -0.053, -0.018], [-0.090, 0.125, -0.139], [0.198, -0.189, 0.255], [-0.053, 0.058, -0.202], [0.002, -0.002, 0.005], [-0.001, -0.001, -0.001], [-0.003, 0.003, 0.001], [0.046, 0.031, 0.039], [0.063, 0.247, 0.033], [0.070, -0.512, -0.207], [0.000, -0.022, -0.042], [-0.001, 0.056, 0.050], [-0.016, -0.024, -0.040], [-0.020, 0.020, -0.041], [-0.050, -0.092, 0.014], [0.110, -0.145, -0.112], [-0.007, -0.005, 0.009], [-0.006, 0.001, -0.001], [0.003, -0.002, 0.004], [0.007, -0.006, 0.015], [0.055, -0.078, 0.073], [0.010, 0.244, -0.195], [-0.023, 0.012, 0.224], [0.034, -0.201, 0.102], [0.122, 0.115, -0.031], [0.007, -0.074, -0.009], [-0.057, 0.060, 0.036], [-0.052, 0.167, -0.087], [-0.046, -0.034, 0.030], [0.021, 0.001, 0.005], [-0.010, -0.009, -0.001], [-0.011, -0.002, 0.010], [0.003, -0.001, 0.001], [0.002, 0.005, -0.001], [0.002, -0.005, 0.002], [-0.002, 0.000, -0.001], [-0.001, 0.000, 0.003], [0.004, 0.001, 0.003], [0.001, -0.013, -0.014], [0.006, -0.023, 0.027], [-0.071, 0.049, -0.069], [-0.104, -0.006, 0.140], [0.009, 0.020, 0.002], [-0.005, -0.003, 0.005], [0.000, 0.002, -0.002], [-0.002, -0.002, 0.011]], "orbital_gap_ev": [6.42, 7.92], "charge": 1}

---

Short version: DFT total energy = -90259.208 -86803.531 eV, in the order given.
Short version: ΔE to the lowest compared entry with this formula, charge and spin = 0.2466 1.2935 eV, in the order given.